# C42H29Br3N6NiO2P2Se2

A molecular structure, C42H29Br3N6NiO2P2Se2 (wB97M-V/def2-TZVPD, the OMol25 dataset).

Structure (XYZ):
```
87
Properties=species:S:1:pos:R:3:mulliken_charge:R:1
Ni 1.66 -1.70 1.75 -0.03
Br -0.36 4.16 3.75 -0.13
C 0.51 2.59 3.23 0.00
C 1.05 2.49 1.96 -0.55
C 1.64 1.29 1.60 -0.55
N 1.72 0.26 2.44 0.49
C 1.23 0.38 3.68 0.47
C 0.60 1.53 4.11 -0.92
C 1.38 -0.84 4.54 0.80
C 1.43 -0.76 5.92 -0.85
C 1.59 -1.95 6.63 -0.03
Br 1.68 -1.90 8.50 -0.15
C 1.71 -3.15 5.96 -0.83
C 1.66 -3.12 4.58 -0.32
N 1.50 -1.99 3.89 0.28
H 0.99 3.31 1.26 0.60
H 2.05 1.14 0.61 0.53
H 0.17 1.59 5.10 0.43
H 1.36 0.19 6.43 0.50
H 1.84 -4.08 6.49 0.44
H 1.75 -4.03 3.99 0.39
Se -4.29 0.12 -1.68 -0.35
P -2.66 1.09 -0.79 0.70
C -1.84 2.37 -1.78 0.46
C -2.50 2.93 -2.86 -1.05
C -1.94 4.02 -3.52 -0.62
C -0.73 4.55 -3.09 -0.76
C -0.07 3.99 -2.00 -0.43
C -0.62 2.89 -1.36 0.66
C -3.12 1.95 0.76 0.74
C -3.72 1.20 1.77 -0.47
C -4.18 1.82 2.92 -0.87
C -4.08 3.21 3.06 -0.51
C -3.50 3.96 2.05 -0.86
C -3.02 3.33 0.90 -0.12
C -1.31 0.01 -0.27 -0.35
C -0.31 -0.72 -0.92 -0.16
N 0.30 -1.42 0.03 1.12
N -0.28 -1.16 1.19 0.09
N -1.26 -0.29 1.05 -0.86
P 0.29 -1.05 -2.62 0.38
Se 1.35 -2.88 -2.73 -0.31
C 1.49 0.32 -2.92 0.80
C 2.69 0.13 -2.23 -0.93
C 3.73 1.05 -2.34 -0.66
C 3.59 2.16 -3.16 -0.52
C 2.41 2.36 -3.84 -0.74
C 1.35 1.46 -3.71 0.11
C -1.22 -1.09 -3.64 0.88
C -1.84 -0.04 -4.32 0.22
C -3.01 -0.23 -5.03 -0.92
C -3.61 -1.48 -5.06 -0.50
C -3.04 -2.53 -4.36 -0.80
C -1.85 -2.34 -3.67 -0.87
H -3.45 2.51 -3.17 0.46
H -2.45 4.46 -4.37 0.42
H -0.30 5.41 -3.60 0.42
H 0.88 4.39 -1.68 0.48
H -0.10 2.43 -0.52 -0.43
H -3.82 0.13 1.66 0.42
H -4.64 1.23 3.70 0.42
H -4.45 3.69 3.95 0.40
H -3.42 5.03 2.14 0.48
H -2.57 3.93 0.12 0.33
H 2.83 -0.76 -1.63 0.25
H 4.65 0.87 -1.80 0.48
H 4.41 2.87 -3.26 0.39
H 2.28 3.23 -4.48 0.46
H 0.45 1.68 -4.24 0.34
H -1.46 0.96 -4.27 0.23
H -3.47 0.61 -5.55 0.38
H -4.54 -1.62 -5.61 0.37
H -3.50 -3.50 -4.36 0.38
H -1.39 -3.17 -3.15 0.31
Br -0.77 -4.39 1.59 -0.05
C 1.00 -4.65 0.98 -0.06
C 1.31 -5.84 0.35 -0.57
C 2.62 -6.02 -0.06 -0.43
C 3.56 -5.04 0.17 -0.68
C 3.15 -3.88 0.80 0.64
N 1.88 -3.69 1.19 0.70
C 4.10 -2.74 1.06 0.24
O 5.28 -2.91 0.85 -0.72
O 3.52 -1.66 1.48 -0.57
H 0.55 -6.58 0.18 0.45
H 2.90 -6.94 -0.57 0.42
H 4.60 -5.12 -0.12 0.54
```

Summary:
frontier orbital gap (spin up / spin down)	0.25009 / 0.24957	hartree
LUMO level (spin up / spin down)	-0.8 / -0.9	eV